{"formula": "C24H33AsClI2MnP2", "method": "ωB97M-V/def2-TZVPD", "symbols": ["I", "I", "Mn", "P", "C", "C", "H", "H", "H", "H", "H", "H", "C", "H", "H", "H", "P", "C", "C", "H", "H", "H", "C", "H", "H", "H", "H", "H", "H", "Cl", "C", "C", "C", "C", "C", "C", "As", "C", "C", "C", "C", "C", "C", "C", "C", "C", "C", "C", "C", "H", "H", "H", "H", "H", "H", "H", "H", "H", "H", "H", "H", "H", "H", "H"], "positions_angstrom": [[0.3528, 1.4725, -0.4210], [0.3141, -1.2116, -0.4296], [0.1973, 0.1853, -5.2535], [-1.8455, 0.0832, -4.0922], [-2.4138, 0.1968, -2.3850], [-2.8318, 1.3535, -4.9297], [-3.8803, 1.2342, -4.6325], [-3.6611, -1.4193, -4.5784], [-2.7212, 1.2400, -6.0176], [-2.2662, -1.6611, -5.6940], [-1.9644, 1.0794, -1.9213], [-2.4702, 2.3451, -4.6264], [-2.5705, -1.4820, -4.6550], [-3.5081, 0.2944, -2.3168], [-2.2040, -2.2961, -4.0163], [-2.0972, -0.6967, -1.8365], [2.1282, 0.1301, -3.9407], [3.1065, 0.0712, -2.4255], [2.8005, -1.3665, -4.7454], [2.7923, 1.4226, -5.9041], [4.0407, 1.4358, -4.6125], [2.5713, 2.4418, -4.4367], [2.9654, 1.4904, -4.8213], [2.4129, -1.4689, -5.7673], [3.8913, -1.2893, -4.7483], [4.1636, 0.0183, -2.7332], [2.8444, -0.8156, -1.8392], [2.5055, -2.2314, -4.1370], [2.9497, 0.9672, -1.8176], [-0.1834, -0.7090, -7.2725], [-0.7392, 4.2896, 2.7052], [0.5422, 3.7929, 2.9421], [0.7498, 2.4213, 3.0997], [-0.3719, 1.5725, 3.0942], [-1.6812, 2.0760, 2.9768], [-1.8562, 3.4479, 2.7783], [-0.1086, -0.1838, 2.3732], [1.5087, -0.8092, 3.2899], [2.1035, -1.9344, 2.6909], [3.3710, -2.3591, 3.0865], [4.0511, -1.6393, 4.0777], [3.4402, -0.5565, 4.7226], [2.1486, -0.1580, 4.3521], [-1.5623, -1.1153, 3.2511], [-2.0580, -2.1970, 2.5042], [-3.1915, -2.8666, 2.9509], [-3.8238, -2.4583, 4.1366], [-3.3060, -1.3909, 4.8831], [-2.1681, -0.7017, 4.4456], [-0.8766, 5.3372, 2.4699], [1.4027, 4.4522, 2.9850], [1.7419, 1.9977, 3.1422], [-2.5263, 1.3915, 2.9483], [-2.8632, 3.8393, 2.6463], [1.5879, -2.4458, 1.8787], [3.8179, -3.2296, 2.6037], [5.0604, -1.9431, 4.3524], [3.9797, -0.0155, 5.5121], [1.6642, 0.6732, 4.8752], [-1.5540, -2.4711, 1.5726], [-3.5855, -3.7059, 2.3752], [-4.7157, -2.9787, 4.4675], [-3.8152, -1.0904, 5.7983], [-1.7853, 0.1446, 5.0188]], "gap_ev": [5.9, 5.7], "total_charge": 2, "homo_ha": [-0.5093, -0.5196], "spin_multiplicity": 5, "mol_weight_da": 802.60}



{"formula": "C24H33Cl4N5O10", "method": "ωB97M-V/def2-TZVPD", "symbols": ["C", "N", "O", "O", "H", "H", "H", "C", "N", "O", "O", "H", "H", "H", "C", "N", "O", "O", "H", "H", "H", "C", "N", "O", "O", "H", "H", "H", "C", "N", "O", "O", "H", "H", "H", "Cl", "C", "Cl", "Cl", "Cl", "C", "C", "C", "C", "C", "C", "H", "H", "H", "H", "H", "H", "C", "C", "C", "C", "C", "C", "H", "H", "H", "H", "H", "H", "C", "C", "C", "C", "C", "C", "H", "H", "H", "H", "H", "H"], "positions_angstrom": [[-21.5104, 11.4458, 23.0911], [-21.1497, 12.6346, 23.9212], [-21.4765, 12.5652, 25.0829], [-20.5466, 13.5331, 23.3991], [-21.2476, 10.5177, 23.5773], [-20.9061, 11.5512, 22.1870], [-22.5034, 11.4702, 22.6449], [-23.8358, 14.6110, 23.9601], [-24.2299, 13.5522, 22.9648], [-23.7590, 13.6643, 21.8343], [-24.9712, 12.6572, 23.3454], [-24.4981, 15.4709, 23.9371], [-22.8680, 14.9415, 23.5914], [-23.7754, 14.1516, 24.9388], [-17.5780, 12.6099, 21.7362], [-18.1707, 11.2821, 22.0960], [-18.5621, 11.1087, 23.2315], [-18.3509, 10.5012, 21.1838], [-18.3415, 13.0416, 21.0936], [-16.6204, 12.5188, 21.2374], [-17.4796, 13.1838, 22.6521], [-15.1736, 10.8144, 17.2751], [-15.5748, 12.2022, 17.6046], [-15.6328, 12.9972, 16.6839], [-15.9125, 12.4426, 18.7444], [-16.0677, 10.2452, 17.0371], [-14.7700, 10.4245, 18.2129], [-14.3499, 10.6727, 16.5844], [-21.7318, 12.8342, 16.1428], [-22.2082, 11.4861, 15.7396], [-22.6527, 10.7845, 16.6249], [-21.9925, 11.1403, 14.6028], [-22.2405, 13.2635, 16.9986], [-21.9235, 13.5046, 15.3065], [-20.6677, 12.7692, 16.3467], [-22.7328, 20.8643, 18.5181], [-23.3514, 19.2852, 19.0733], [-24.1247, 18.4541, 17.7426], [-22.0327, 18.3819, 19.7743], [-24.5604, 19.6013, 20.3854], [-18.9721, 18.8378, 22.9858], [-18.2823, 18.1854, 21.9761], [-18.6847, 16.8938, 21.6194], [-19.8024, 16.3126, 22.1626], [-20.4696, 16.9664, 23.1921], [-20.0581, 18.2182, 23.6266], [-18.7743, 19.8665, 23.2604], [-17.5089, 18.6340, 21.3676], [-18.0697, 16.4246, 20.8571], [-20.1245, 15.3570, 21.7714], [-21.3146, 16.4674, 23.6501], [-20.5845, 18.8566, 24.3221], [-19.9417, 12.6735, 19.4068], [-18.9251, 12.8320, 18.4876], [-18.7310, 14.0653, 17.8588], [-19.6340, 15.0920, 18.1071], [-20.7591, 14.8660, 18.8886], [-20.9034, 13.6554, 19.5660], [-20.1351, 11.7057, 19.8572], [-18.1502, 12.1035, 18.3020], [-17.8280, 14.2034, 17.2812], [-19.4384, 16.0678, 17.6780], [-21.4485, 15.6844, 19.0222], [-21.7846, 13.5703, 20.1868], [-18.7918, 7.4706, 17.4378], [-18.2284, 6.6476, 16.4922], [-17.6682, 7.1508, 15.3076], [-17.6028, 8.5103, 15.0886], [-18.1224, 9.3624, 16.0797], [-18.7901, 8.8542, 17.1656], [-19.3032, 7.0274, 18.2793], [-18.2854, 5.5668, 16.5633], [-17.2905, 6.4665, 14.5590], [-17.3714, 8.8504, 14.0873], [-18.1330, 10.4356, 15.9158], [-19.1591, 9.5376, 17.9214]], "gap_ev": 9.2, "homo_ha": -0.3465, "mol_weight_da": 693.37, "smiles": "C[N+](=O)[O-].C[N+](=O)[O-].C[N+](=O)[O-].C[N+](=O)[O-].C[N+](=O)[O-].ClC(Cl)(Cl)Cl.c1ccccc1.c1ccccc1.c1ccccc1", "relative_energy_kj_mol": 40.01}



{"formula": "C24H33F4N3O12", "method": "ωB97M-V/def2-TZVPD", "symbols": ["O", "C", "O", "C", "C", "F", "O", "H", "H", "H", "O", "C", "O", "C", "C", "F", "O", "H", "H", "H", "O", "C", "O", "C", "C", "F", "O", "H", "H", "H", "O", "C", "O", "C", "C", "F", "O", "H", "H", "H", "C", "C", "C", "C", "N", "H", "H", "H", "H", "H", "H", "H", "C", "C", "C", "C", "N", "H", "H", "H", "H", "H", "H", "H", "C", "C", "C", "C", "N", "H", "H", "H", "H", "H", "H", "H"], "positions_angstrom": [[-6.0960, 3.7276, 1.3583], [-5.6852, 2.5775, 1.4436], [-6.2416, 1.5723, 2.1069], [-5.4454, 0.4145, 2.0951], [-4.3921, 0.7619, 1.0891], [-4.6630, 0.1623, -0.1516], [-4.4796, 2.1606, 0.9572], [-5.0598, 0.1693, 3.0851], [-6.0369, -0.4461, 1.7925], [-3.3607, 0.5144, 1.2927], [-0.7181, -3.2536, -2.8751], [-1.7775, -2.9671, -3.3610], [-2.6375, -2.0010, -2.9224], [-3.8261, -2.1553, -3.6672], [-3.4620, -2.9827, -4.8957], [-3.2343, -2.0745, -5.9502], [-2.3579, -3.6380, -4.4173], [-4.5496, -2.7416, -3.0817], [-4.3007, -1.2138, -3.9557], [-4.1882, -3.7292, -5.1982], [-1.6660, 4.2367, 0.5693], [-2.0014, 4.0523, -0.5716], [-1.2251, 3.5896, -1.5720], [-1.9630, 3.4639, -2.7648], [-3.4213, 3.6248, -2.2473], [-3.9945, 2.4324, -1.8871], [-3.2351, 4.2718, -1.0309], [-1.6132, 4.2116, -3.4713], [-1.8418, 2.4924, -3.1501], [-4.1048, 4.1122, -2.9064], [-1.2146, 1.8379, 6.6306], [-0.8865, 2.0687, 5.5134], [0.2298, 2.5805, 4.9543], [0.0951, 2.7927, 3.5275], [-1.0072, 1.8227, 3.2453], [-0.5164, 0.5356, 2.9857], [-1.7035, 1.7199, 4.4477], [-0.1659, 3.8306, 3.2489], [1.0601, 2.5471, 3.1014], [-1.7388, 2.1681, 2.4404], [3.2648, -2.0658, -1.9064], [3.3714, -0.6692, -2.5464], [4.4543, 0.2817, -2.0025], [5.7532, -0.3140, -2.1255], [6.7140, -0.9228, -2.2063], [3.1528, -1.9097, -0.7904], [4.1269, -2.7136, -1.9105], [2.3940, -2.5670, -2.3508], [2.3967, -0.1370, -2.3677], [3.5531, -0.7998, -3.5988], [4.3285, 0.6088, -0.9983], [4.4654, 1.1806, -2.6198], [5.8508, -3.3347, 2.0764], [4.8122, -2.2679, 1.8069], [5.3116, -0.8095, 1.7810], [6.0427, -0.5769, 3.0179], [6.5606, -0.2307, 3.9919], [6.6386, -3.4036, 1.2664], [5.4145, -4.3165, 2.1606], [6.4580, -3.1717, 3.0276], [4.0660, -2.2595, 2.6324], [4.3161, -2.4529, 0.8441], [4.4317, -0.1631, 1.7174], [5.9964, -0.6476, 0.9324], [-1.1719, -0.0865, -0.0443], [-0.3747, -1.4038, -0.1061], [0.6938, -1.4723, 0.9610], [1.6222, -0.3785, 0.8706], [2.2383, 0.5962, 0.7974], [-0.5303, 0.7852, 0.1573], [-1.7513, -0.1213, 0.8562], [-1.8461, -0.0187, -0.9063], [0.1620, -1.4257, -1.0564], [-1.0311, -2.2561, -0.0390], [1.1782, -2.4594, 0.8759], [0.3630, -1.3455, 1.9948]], "gap_ev": 11.1, "homo_ha": -0.4097, "mol_weight_da": 631.53, "smiles": "O=C1OC[C@@H](F)O1.O=C1OC[C@@H](F)O1.O=C1OC[C@@H](F)O1.O=C1OC[C@@H](F)O1.CCCC#N.CCCC#N.CCCC#N"}



> Which formula does entry 1 have?

C24H33AsClI2MnP2